{"formula": "C2H6OS", "method": "ωB97M-V/def2-TZVPD", "de_lowest_kcal_mol": 33.73, "homo_lumo_gap_ha": 0.3454, "smiles": "C=CO.S", "charge": 0, "e_lumo_ev": 0.5, "symbols": ["S", "H", "H", "C", "C", "O", "H", "H", "H", "H"], "positions_angstrom": [[2.048, -0.421, 0.845], [2.247, 0.254, -0.371], [3.366, -0.513, 1.196], [-2.444, 0.415, -1.500], [-1.268, 0.168, -0.858], [-1.182, 0.375, 0.491], [-2.326, 0.525, -2.549], [-3.436, -0.004, -1.243], [-0.287, 0.048, -1.427], [-0.608, -0.076, 1.088]]}